Record 1
Formula: C21H55N4O16P3
Source: the OMol25 dataset
Level of theory: ωB97M-V/def2-TZVPD

Summary:
* LUMO energy: 0.087 eV
* max |F|: 4.8 eV/A
* HOMO level: -0.320 Ha
* SMILES: COP(=O)(OC)OC.COP(=O)(OC)OC.COP(=O)(OC)OC.CN(C)C=O.CN(C)C=O.CN(C)C=O.CN(C)C=O
* Kohn-Sham gap: 8.80 eV

Geometry as XYZ:
```
99
Properties=species:S:1:pos:R:3:forces:R:3
C 0.963 -7.059 2.726 2.05 -0.45 -2.16
O 1.260 -8.007 1.984 -1.58 0.67 1.52
N 1.812 -6.009 2.831 0.61 -0.62 -0.55
C 1.552 -5.049 3.884 1.32 0.43 -0.75
C 3.204 -6.081 2.270 -0.35 0.60 0.00
H 0.065 -6.803 3.310 -0.39 -0.98 -0.23
H 2.271 -5.312 4.660 -0.31 0.52 0.67
H 0.515 -4.998 4.216 0.12 -0.39 -0.06
H 1.806 -4.081 3.453 0.01 0.30 0.37
H 3.429 -6.802 1.485 -1.04 -0.54 0.41
H 3.477 -5.165 1.747 -0.37 0.53 0.39
H 3.953 -6.237 3.047 -0.16 -0.02 0.33
C -2.515 -2.657 3.021 0.15 -0.85 0.59
O -2.380 -3.716 3.585 1.54 -0.90 0.62
N -3.714 -2.202 2.762 -0.33 1.22 -1.13
C -4.907 -2.784 3.358 -0.54 0.34 0.26
C -3.811 -0.942 1.953 -0.79 -2.17 0.82
H -1.731 -1.943 2.725 0.45 -0.31 -0.11
H -5.313 -1.942 3.917 -0.98 -0.09 -0.31
H -4.861 -3.576 4.106 1.46 0.12 -0.06
H -5.570 -3.271 2.643 -0.25 0.73 -0.39
H -4.864 -0.767 2.171 0.27 1.59 -0.54
H -3.034 -0.238 2.252 -0.65 0.27 0.31
H -3.654 -1.158 0.897 -0.25 -0.05 -0.08
C 1.039 -1.336 1.593 0.74 -1.52 -0.21
O 1.217 -2.165 0.683 -0.60 1.89 1.09
N 0.407 -0.132 1.531 0.74 -1.10 1.13
C 0.002 0.669 2.725 0.66 -0.34 -1.23
C -0.187 0.186 0.275 -0.17 0.58 -0.43
H 1.463 -1.584 2.578 -0.16 0.35 0.23
H 0.213 1.708 2.470 -0.18 0.13 0.06
H 0.584 0.452 3.621 0.05 -0.43 -0.24
H -1.060 0.562 2.944 -0.06 -0.07 -0.05
H -1.226 -0.138 0.332 -0.36 0.58 -0.46
H 0.010 1.246 0.113 -0.73 0.14 -0.26
H 0.281 -0.334 -0.561 0.16 -0.20 0.39
C 1.769 3.568 -2.291 1.16 -1.78 -0.99
O 1.814 2.353 -1.965 -0.67 3.20 0.02
N 1.980 3.994 -3.571 -0.20 -1.62 0.17
C 2.348 2.908 -4.546 1.61 1.01 -0.49
C 2.204 5.404 -3.933 -0.91 -0.48 -1.32
H 1.693 4.486 -1.688 -0.37 -0.59 0.90
H 2.563 1.923 -4.131 -0.75 0.40 0.62
H 3.335 3.181 -4.920 0.28 0.28 -0.12
H 1.795 2.778 -5.476 -0.85 0.37 0.46
H 1.740 6.199 -3.349 0.25 -0.65 1.08
H 3.245 5.640 -4.156 0.05 -0.13 0.21
H 1.616 5.562 -4.837 0.36 -0.10 -0.54
C 5.158 -1.540 2.479 -0.69 -2.28 -0.68
O 4.387 -0.337 2.430 2.26 1.24 0.02
P 5.258 1.047 2.420 -3.92 1.50 2.29
O 6.690 1.008 2.529 1.26 -0.55 -0.56
O 4.537 1.888 1.272 0.99 0.47 2.65
C 4.830 1.608 -0.023 -0.24 -1.47 -3.06
O 4.634 1.910 3.663 -0.49 -0.95 0.90
C 3.216 1.863 4.078 0.45 1.62 -2.11
H 4.759 -2.140 1.661 -0.21 -0.23 0.08
H 4.995 -2.109 3.395 -0.30 0.39 0.21
H 6.231 -1.612 2.298 0.12 1.47 0.11
H 5.070 2.481 -0.630 -0.64 0.28 0.22
H 3.958 1.036 -0.339 -0.02 0.39 -1.09
H 5.673 0.953 -0.243 0.40 -0.22 0.76
H 2.827 2.872 4.210 0.82 0.64 0.10
H 2.903 1.428 5.028 0.78 -1.14 -0.42
H 2.714 1.651 3.134 -0.66 -1.16 0.56
C -4.196 4.739 0.567 2.31 1.14 -1.37
O -4.812 3.530 0.849 -1.65 -1.05 1.08
P -5.119 2.971 2.308 -2.22 1.45 3.11
O -5.702 3.933 3.359 2.11 -1.72 -2.95
O -3.820 2.170 2.711 0.62 0.42 0.47
C -3.005 2.690 3.752 0.80 0.35 1.73
O -6.103 1.713 2.185 2.25 0.88 -1.33
C -7.449 2.032 2.104 -2.39 -0.29 0.69
H -4.150 5.571 1.270 -0.92 -0.45 0.56
H -4.501 5.117 -0.409 -0.67 -0.09 0.20
H -3.146 4.512 0.380 0.33 -0.08 0.12
H -3.442 3.474 4.370 -0.48 0.56 -0.89
H -2.015 3.005 3.422 -0.23 0.05 -0.50
H -2.824 2.010 4.584 -0.12 -1.09 -0.58
H -7.934 1.739 1.173 0.42 -0.13 -0.19
H -7.693 3.076 2.302 0.33 0.05 -0.02
H -7.889 1.453 2.916 -0.48 0.07 -0.11
C -1.415 -0.139 -8.521 -1.18 0.30 -0.21
O -1.289 -0.347 -7.129 1.90 -0.43 1.63
P 0.140 -0.901 -6.548 -2.22 -1.48 0.02
O 1.321 -0.042 -6.723 -0.48 -0.61 -0.04
O 0.104 -2.361 -7.372 -1.36 3.07 3.01
C 0.991 -2.688 -8.375 1.52 -0.99 -0.23
O -0.289 -1.205 -4.943 0.48 -1.10 -3.97
C 0.090 -0.179 -4.091 -0.26 2.16 1.12
H -1.253 0.919 -8.725 0.25 -0.14 -0.28
H -2.465 -0.369 -8.698 0.00 0.14 -0.36
H -0.841 -0.801 -9.170 0.35 0.09 0.29
H 1.628 -1.878 -8.731 -0.12 0.19 0.12
H 0.433 -3.116 -9.208 0.04 -0.04 0.02
H 1.609 -3.438 -7.881 0.50 -0.28 -0.84
H 1.160 -0.133 -3.890 -0.13 -0.13 0.06
H -0.506 -0.178 -3.179 0.28 -0.98 0.25
H -0.260 0.783 -4.466 0.47 0.31 -0.51
```
Forces are in eV/Å.

Record 2
Formula: C21H55N5O18
Source: the OMol25 dataset
Level of theory: ωB97M-V/def2-TZVPD

Summary:
* relative energy (zero: lowest compared OMol25 entry of this formula, charge and spin): 67.6 kcal per mole
* LUMO energy: -0.295 eV
* max |F|: 3.9 eV/A
* HOMO level: -0.348 Ha
* SMILES: C[N+](=O)[O-].C[N+](=O)[O-].C[N+](=O)[O-].C[N+](=O)[O-].C[N+](=O)[O-].COCCOC.COCCOC.COCCOC.COCCOC
* Kohn-Sham gap: 9.19 eV

Geometry as XYZ:
```
99
Properties=species:S:1:pos:R:3:forces:R:3
C -16.603 -2.332 17.927 0.02 0.21 -0.54
N -15.504 -1.442 17.510 1.01 0.81 -1.57
O -14.749 -0.980 18.316 0.20 -0.03 1.90
O -15.359 -1.190 16.329 -0.86 -0.45 -0.69
H -17.003 -2.751 17.003 0.14 -0.25 0.30
H -17.359 -1.669 18.346 0.13 -0.34 0.47
H -16.122 -3.045 18.596 -0.63 0.05 0.12
C -6.734 8.253 18.152 0.42 -0.63 -0.11
N -8.017 8.334 18.892 -0.26 -0.31 0.72
O -8.832 7.437 18.839 0.29 -0.08 -0.69
O -8.112 9.277 19.644 -0.15 0.70 0.13
H -6.097 8.997 18.631 0.01 -0.18 -0.44
H -6.843 8.364 17.073 -0.37 0.39 0.21
H -6.369 7.235 18.291 0.06 0.11 0.20
C -6.388 2.569 6.682 -0.49 -0.34 -0.25
N -7.478 2.664 7.709 -1.45 1.08 1.97
O -8.109 1.637 8.100 2.00 3.07 -1.37
O -7.647 3.843 8.148 0.09 -3.44 -0.96
H -6.581 3.284 5.883 -0.39 -0.04 0.19
H -6.412 1.554 6.285 0.36 0.14 0.23
H -5.455 2.904 7.136 -0.13 -0.47 0.21
C -11.635 3.342 13.602 0.69 -0.52 0.62
N -10.757 4.431 14.196 0.43 -0.73 1.02
O -11.223 5.530 14.130 -0.09 1.27 -0.33
O -9.736 4.149 14.847 -1.38 -0.17 -1.44
H -12.669 3.687 13.570 0.33 0.12 0.29
H -11.456 2.534 14.310 -0.40 -0.23 -0.36
H -11.347 3.047 12.593 0.45 0.26 0.19
C -4.990 6.037 12.181 1.01 0.16 -0.77
N -4.803 7.059 11.120 -1.50 0.62 -0.95
O -5.738 7.836 10.988 0.48 0.28 0.26
O -3.915 6.933 10.305 0.54 -0.02 0.51
H -4.010 5.869 12.629 -0.28 -0.06 0.24
H -5.194 5.220 11.489 -0.48 -0.59 0.87
H -5.789 6.387 12.835 0.23 -0.45 -0.16
C -15.600 10.664 15.490 -0.64 0.74 -0.58
O -16.677 11.460 15.947 -1.12 -0.23 0.74
C -17.607 11.883 14.945 0.24 -0.47 0.75
C -18.911 12.550 15.535 1.20 1.00 -0.52
O -19.858 12.466 14.521 -1.20 -0.43 -1.00
C -21.133 13.116 14.676 1.46 0.02 0.41
H -15.941 9.808 14.908 -0.17 -0.28 0.09
H -15.025 10.329 16.354 -0.01 0.20 -0.16
H -15.035 11.292 14.802 0.68 -0.13 0.02
H -17.884 11.064 14.282 -0.26 -0.36 0.16
H -17.042 12.568 14.313 -0.41 0.56 -0.19
H -18.640 13.598 15.657 0.00 0.41 0.31
H -19.335 12.251 16.494 0.49 -0.82 0.14
H -20.993 14.179 14.871 0.11 0.34 -0.40
H -21.670 12.785 15.565 -0.21 -0.62 -0.12
H -21.648 12.940 13.732 -0.18 0.06 0.36
C -23.030 0.021 14.355 -0.34 0.51 -0.29
O -21.962 0.456 15.213 -0.91 -0.27 -0.94
C -21.823 1.855 15.027 1.03 0.50 -0.37
C -20.476 2.261 15.598 -0.90 0.52 0.50
O -20.160 3.609 15.208 -0.20 -0.96 0.59
C -18.812 3.902 15.499 0.43 0.62 -1.15
H -23.402 -0.998 14.460 0.58 -0.05 0.86
H -22.791 0.097 13.295 0.55 0.19 -0.12
H -23.876 0.696 14.486 -0.27 -0.03 0.19
H -22.655 2.420 15.448 -0.12 -0.07 0.24
H -21.723 2.164 13.987 -0.47 -0.41 -0.51
H -19.764 1.518 15.239 0.37 0.18 0.04
H -20.603 2.206 16.680 0.65 -0.03 0.30
H -18.188 3.328 14.814 0.35 -0.54 0.37
H -18.492 3.820 16.538 -0.29 -0.40 0.13
H -18.588 4.921 15.184 -0.46 0.24 0.17
C -1.480 2.126 13.111 -0.38 -0.85 -0.42
O -2.854 2.126 12.749 -0.50 0.85 0.87
C -3.602 0.951 13.082 1.82 -0.90 -0.37
C -3.697 0.513 14.568 -0.39 2.01 -0.51
O -4.287 1.644 15.157 -1.69 0.83 1.98
C -4.623 1.518 16.576 1.08 -0.46 -0.98
H -1.296 2.082 14.184 -0.18 0.17 0.14
H -0.967 2.984 12.676 -0.43 0.16 0.08
H -1.026 1.244 12.660 0.32 -0.29 0.02
H -3.045 0.186 12.541 -0.23 -0.79 -0.05
H -4.580 1.035 12.607 0.01 0.27 0.37
H -2.746 0.390 15.085 0.36 -0.65 -0.37
H -4.355 -0.350 14.668 0.17 -0.36 -0.11
H -5.142 2.385 16.986 0.11 0.17 -0.65
H -3.676 1.395 17.102 0.09 0.05 0.33
H -5.224 0.639 16.807 -0.18 -0.17 -0.35
C -6.690 -6.898 18.488 0.11 0.75 -0.07
O -6.913 -6.076 17.377 -0.72 -0.18 -1.62
C -7.520 -6.789 16.282 0.26 1.61 -0.66
C -7.788 -5.867 15.046 -2.27 -1.04 0.08
O -9.108 -5.210 15.070 2.35 -1.29 0.76
C -9.183 -4.321 16.146 -1.12 1.59 -0.06
H -6.134 -7.765 18.129 0.24 -0.24 0.68
H -7.609 -7.174 19.004 -0.27 -0.34 -0.17
H -6.166 -6.224 19.165 0.48 -0.60 0.20
H -8.435 -7.275 16.620 -0.25 0.09 -0.11
H -6.881 -7.555 15.844 0.53 -0.30 0.53
H -7.960 -6.538 14.205 0.37 -0.23 -0.03
H -6.960 -5.224 14.747 -0.01 0.39 0.55
H -8.781 -3.372 15.791 0.00 0.42 0.25
H -8.721 -4.516 17.114 0.37 -0.86 -0.33
H -10.247 -4.200 16.347 -0.07 0.26 0.00
```
Forces are in eV/Å.